Record 1
C6H9NO in the gas phase in a non-equilibrium geometry. Source: the Open Molecules 2025 dataset; level of theory: the ωB97M-V functional and the def2-TZVPD basis.

Cartesian coordinates (Å):
1 N -2.69 -0.59 0.54
2 C -1.55 0.10 -0.18
3 C -1.01 1.45 0.17
4 C 0.34 1.39 -0.04
5 C 0.76 0.03 -0.35
6 C 2.11 -0.33 -0.38
7 O 2.78 -0.11 0.77
8 C -0.36 -0.77 -0.35
9 H -2.87 -1.40 -0.01
10 H -2.28 -0.91 1.38
11 H -1.89 0.25 -1.33
12 H -1.64 2.37 0.32
13 H 1.25 2.15 0.06
14 H 2.09 -1.47 -0.63
15 H 2.69 0.16 -1.18
16 H 2.49 -0.52 1.56
17 H -0.21 -1.80 -0.34

Calculated values
LUMO level: 0.57 eV
SMILES string: N[C@H]1C=CC(CO)=C1
Multiplicity: 1
Molar mass: 111.14 g/mol
Relative energy (zero: lowest compared OMol25 entry of this formula, charge and spin): 267.6 kJ/mol
E_tot: -363.9223 Ha
Net charge: 0

Record 2
C6H9NO in the gas phase in a non-equilibrium geometry. Source: the Open Molecules 2025 dataset; level of theory: the ωB97M-V functional and the def2-TZVPD basis.

Cartesian coordinates (Å):
1 O -2.33 -0.88 0.32
2 C -1.30 -0.16 0.08
3 C -1.07 1.34 0.15
4 C 0.30 0.99 -0.55
5 C 1.55 0.83 0.22
6 C 1.70 -0.57 0.67
7 C 0.94 -1.28 -0.43
8 N -0.25 -0.36 -0.64
9 H -1.12 1.76 1.29
10 H -1.82 1.91 -0.40
11 H 0.64 1.58 -1.45
12 H 2.38 1.11 -0.38
13 H 1.55 1.63 1.03
14 H 2.66 -0.99 0.77
15 H 1.24 -0.71 1.63
16 H 1.56 -1.38 -1.32
17 H 0.57 -2.24 -0.13

Calculated values
LUMO level: 0.87 eV
SMILES string: O=C1C[C@H]2CCCN12
Multiplicity: 1
Molar mass: 111.14 g/mol
Relative energy (zero: lowest compared OMol25 entry of this formula, charge and spin): 181.5 kJ/mol
E_tot: -363.9551 Ha
Net charge: 0

Record 3
A molecular structure, C6H9NO in a non-equilibrium geometry. Source: the Open Molecules 2025 dataset; level of theory: the ωB97M-V functional and the def2-TZVPD basis.

Cartesian coordinates (Å):
1 C 1.32 -0.09 0.22
2 C 1.39 -0.16 -1.19
3 C -1.14 -1.26 0.55
4 C -0.67 0.11 0.07
5 C -1.07 1.30 0.66
6 O 1.81 1.07 0.79
7 C -0.75 0.12 -1.46
8 N -1.38 0.25 -2.43
9 H 1.64 1.10 1.74
10 H 1.60 -0.97 0.80
11 H 1.60 0.73 -1.77
12 H 1.59 -1.11 -1.67
13 H -0.90 -1.36 1.60
14 H -2.22 -1.35 0.41
15 H -0.66 -2.06 -0.01
16 H -1.54 2.09 0.09
17 H -0.63 1.60 1.60

Calculated values
LUMO level (spin up / spin down): -0.41 / -0.36 eV
Multiplicity: 1
Molar mass: 111.14 g/mol
Relative energy (zero: lowest compared OMol25 entry of this formula, charge and spin): 511.4 kJ/mol
E_tot: -363.8294 Ha
Net charge: 0

Record 4
A molecular structure, C6H9NO in a non-equilibrium geometry. Source: the Open Molecules 2025 dataset; level of theory: the ωB97M-V functional and the def2-TZVPD basis.

Cartesian coordinates (Å):
1 C 0.18 0.67 0.84
2 C -0.96 -0.18 0.23
3 C -1.23 0.68 -1.10
4 C -0.03 1.26 -1.43
5 C 0.82 0.52 -0.47
6 C 0.14 -0.88 -0.66
7 H 0.25 0.09 2.83
8 H 0.34 -1.17 1.71
9 H -0.11 1.64 1.17
10 H -1.61 -0.81 0.97
11 H -2.17 1.28 -1.31
12 H 0.27 1.94 -2.12
13 H 1.95 0.83 -0.45
14 H -0.60 -1.34 -1.42
15 H 1.25 -2.51 -0.76
16 N 0.83 0.01 1.98
17 O 0.66 -2.04 -0.01

Calculated values
LUMO level: 0.80 eV
Multiplicity: 1
Molar mass: 111.14 g/mol
Relative energy (zero: lowest compared OMol25 entry of this formula, charge and spin): 623.5 kJ/mol
E_tot: -363.7868 Ha
Net charge: 0

Record 5
A molecular structure, C6H9NO in a non-equilibrium geometry. Source: the Open Molecules 2025 dataset; level of theory: the ωB97M-V functional and the def2-TZVPD basis.

Cartesian coordinates (Å):
1 C 1.11 1.02 0.04
2 C 0.46 0.30 1.19
3 C 0.46 -1.17 0.90
4 C -0.46 -1.13 -0.33
5 C 0.05 0.67 -1.10
6 C -1.15 0.28 -0.23
7 H 2.12 0.64 -0.26
8 H 1.02 2.08 0.22
9 H 0.90 0.59 2.13
10 H 1.47 -1.51 0.63
11 H 0.10 -1.75 1.81
12 H -1.00 -2.04 -0.49
13 H 1.12 -1.02 -1.72
14 H -0.06 1.44 -1.86
15 H -2.13 0.49 -0.63
16 N 0.18 -0.70 -1.58
17 O -0.95 0.77 1.06

Calculated values
LUMO level: 0.99 eV
Multiplicity: 1
Molar mass: 111.14 g/mol
Relative energy (zero: lowest compared OMol25 entry of this formula, charge and spin): 154.4 kJ/mol
E_tot: -363.9654 Ha
Net charge: 0

Record 6
A molecular structure, C6H9NO in a non-equilibrium geometry. Source: the Open Molecules 2025 dataset; level of theory: the ωB97M-V functional and the def2-TZVPD basis.

Cartesian coordinates (Å):
1 C -0.60 -0.34 -0.08
2 C -0.81 0.91 1.00
3 C 0.04 0.70 -0.83
4 C 1.45 0.62 -0.79
5 C 1.85 -0.29 0.23
6 C 0.75 -1.15 0.43
7 H -1.87 -1.30 -1.53
8 H -2.74 -0.13 -0.24
9 H 0.15 0.78 1.74
10 H -1.83 0.90 1.72
11 H -0.26 1.04 -1.75
12 H 2.18 1.51 -1.12
13 H 2.82 -0.30 0.95
14 H 0.26 -1.85 1.38
15 H 0.87 -1.95 -0.65
16 N -1.76 -0.95 -0.51
17 O -0.49 1.82 0.03

Calculated values
LUMO level: 0.40 eV
Multiplicity: 1
Molar mass: 111.14 g/mol
Relative energy (zero: lowest compared OMol25 entry of this formula, charge and spin): 727.5 kJ/mol
E_tot: -363.7472 Ha
Net charge: 0

Record 7
A molecular structure, C6H9NO in a non-equilibrium geometry. Source: the Open Molecules 2025 dataset; level of theory: the ωB97M-V functional and the def2-TZVPD basis.

Cartesian coordinates (Å):
1 C -1.68 0.87 0.19
2 C -0.23 0.16 0.17
3 C 0.16 -0.70 -0.99
4 C 1.37 -0.94 0.08
5 C 2.11 0.48 -0.16
6 C 1.09 1.18 -0.20
7 H -2.01 -0.88 -0.94
8 H -2.02 1.87 -0.45
9 H -1.76 1.23 1.23
10 H 0.39 -0.34 -2.08
11 H -0.16 -1.88 -1.29
12 H 1.76 -1.87 0.46
13 H -0.08 -1.24 1.67
14 H 3.20 0.62 -0.18
15 H 1.22 2.12 -0.61
16 N 0.39 -0.42 1.27
17 O -2.52 -0.37 -0.15

Calculated values
LUMO level: 0.94 eV
Multiplicity: 1
Molar mass: 111.14 g/mol
Relative energy (zero: lowest compared OMol25 entry of this formula, charge and spin): 683.8 kJ/mol
E_tot: -363.7638 Ha
Net charge: 0

Record 8
C6H9NO in the gas phase in a non-equilibrium geometry. Source: the Open Molecules 2025 dataset; level of theory: the ωB97M-V functional and the def2-TZVPD basis.

Cartesian coordinates (Å):
1 C -2.23 -1.31 0.10
2 C -0.99 -0.96 0.36
3 C 0.00 -0.42 -0.50
4 C 1.41 -0.40 0.10
5 O 2.45 -0.96 -0.28
6 C 1.08 0.92 0.68
7 N 0.09 1.05 -0.39
8 C -1.21 1.66 -0.20
9 H -2.74 -1.14 -0.95
10 H -2.91 -1.70 0.90
11 H -0.61 -1.05 1.34
12 H -0.16 -0.84 -1.44
13 H 0.66 0.84 1.72
14 H 1.90 1.70 0.61
15 H -1.68 1.26 0.75
16 H -1.86 1.53 -1.02
17 H -1.13 2.77 -0.16

Calculated values
LUMO level: 0.81 eV
SMILES string: C=C[C@@H]1C(=O)CN1C
Multiplicity: 1
Molar mass: 111.14 g/mol
Relative energy (zero: lowest compared OMol25 entry of this formula, charge and spin): 313.6 kJ/mol
E_tot: -363.9048 Ha
Net charge: 0

Record 9
C6H9NO in the gas phase in a non-equilibrium geometry. Source: the Open Molecules 2025 dataset; level of theory: the ωB97M-V functional and the def2-TZVPD basis.

Cartesian coordinates (Å):
1 C 2.91 -0.46 -0.29
2 C 1.81 0.13 -0.01
3 C 1.21 1.07 0.87
4 C 0.51 0.58 -0.37
5 C -0.72 -0.37 -0.38
6 C -2.06 0.19 -0.14
7 N -2.95 -0.62 0.53
8 O -2.53 1.28 -0.56
9 H 2.99 -0.95 -1.26
10 H 3.87 -0.41 0.28
11 H 1.67 2.00 0.86
12 H 0.79 0.62 1.81
13 H 0.59 1.12 -1.32
14 H -0.63 -1.34 0.27
15 H -0.79 -0.76 -1.37
16 H -3.93 -0.39 0.39
17 H -2.74 -1.69 0.68

Calculated values
LUMO level: 0.75 eV
SMILES string: C=C1C[C@@H]1CC(N)=O
Multiplicity: 1
Molar mass: 111.14 g/mol
Relative energy (zero: lowest compared OMol25 entry of this formula, charge and spin): 224.4 kJ/mol
E_tot: -363.9388 Ha
Net charge: 0

Record 10
A molecular structure, C6H9NO in a non-equilibrium geometry. Source: the Open Molecules 2025 dataset; level of theory: the ωB97M-V functional and the def2-TZVPD basis.

Cartesian coordinates (Å):
1 C -0.18 2.37 1.86
2 C 0.39 0.32 0.63
3 C -0.01 -0.56 -0.52
4 C 0.63 -1.68 -0.89
5 C -0.38 -1.91 -1.94
6 C -1.10 -0.63 -1.51
7 H -1.05 2.43 2.54
8 H -0.03 3.37 1.45
9 H 0.67 2.01 2.44
10 H -1.12 1.60 0.13
11 H 1.50 -2.30 -0.60
12 H 0.03 -1.87 -2.95
13 H -0.90 -2.85 -1.84
14 H -1.03 0.18 -2.25
15 H -2.12 -0.78 -1.12
16 N -0.37 1.44 0.77
17 O 1.31 0.09 1.38

Calculated values
LUMO level: 0.91 eV
Multiplicity: 1
Molar mass: 111.14 g/mol
Relative energy (zero: lowest compared OMol25 entry of this formula, charge and spin): 133.9 kJ/mol
E_tot: -363.9732 Ha
Net charge: 0